The following is a DFT calculation (ωB97M-V/def2-TZVPD) of a structure of composition C16H48ClN4O4 in a non-equilibrium geometry.

Element x y z (Å)
Cl 0.8503 0.4797 -0.6203
O -0.5466 -0.0157 -3.8514
O -2.7682 -1.2647 2.7107
O 1.4353 -5.1490 0.0277
O 1.7077 2.3190 1.8337
N -0.4586 2.1711 -1.8559
N 0.3719 -3.5809 -1.9285
N 0.4546 3.3857 -0.5930
N -1.0715 -0.6985 0.5528
C 0.7131 5.8179 0.2079
C 1.7087 1.8356 3.1808
C -0.2158 -1.3405 -4.2478
C -3.7888 -0.8037 3.5870
C 1.5887 -3.1117 -1.1301
C 1.7909 -1.5851 -1.0795
C -2.5658 2.1926 -3.2400
C -1.7461 1.4012 -2.2045
C 1.3245 4.3423 0.2525
C -1.5003 -0.7421 3.0573
C 1.0265 -0.7569 2.1033
C 1.6333 -5.9580 1.1869
C -1.3128 -0.0400 -2.6875
C 1.4606 -3.7941 0.1622
C 1.2727 3.6935 1.6990
C -0.4978 -1.1542 1.9092
H 0.1398 -4.5434 -1.7287
H 2.3248 -3.6110 0.8008
H 1.7903 0.7488 3.2015
H 0.8025 -5.8183 1.8784
H -0.2115 5.9077 0.7780
H 1.5148 -7.0047 0.9065
H 2.3313 4.3047 -0.1635
H -4.0910 0.1758 3.2166
H 0.0978 2.0592 -2.6913
H 0.5472 -1.7261 -3.5717
H -0.3041 -0.2189 0.1043
H 0.5183 -3.4485 -2.9190
H 0.5460 -3.5849 0.7170
H -0.5882 -2.2157 1.6784
H -3.1227 2.9242 -2.6545
H 0.6338 6.1842 -0.8156
H -1.4542 0.3469 3.0492
H -2.2730 1.4260 -1.2506
H -1.0943 -1.9807 -4.3288
H 1.2539 0.2270 1.6930
H 2.4561 -3.5711 -1.6040
H 0.8097 -1.1390 -0.9175
H 1.9259 4.2636 2.3596
H -3.4892 -0.6858 4.6284
H -1.9077 2.6226 -3.9949
H -1.1476 -1.0659 4.0365
H 0.7324 2.4148 -0.5788
H -3.3298 1.5319 -3.6497
H 1.3320 6.5296 0.7544
H -0.3624 -2.9568 -1.6264
H 2.6274 -5.8320 1.6159
H 2.7011 2.1258 3.5259
H -1.3914 -1.4267 -0.0697
H 1.2854 -0.7323 3.1618
H -0.7079 -0.5160 -1.9158
H -4.6941 -1.4077 3.5258
H 0.3378 3.7745 2.2536
H -0.4681 3.1753 -1.7489
H 0.1429 -1.3928 -5.2757
H 2.1940 -1.1802 -2.0078
H -2.1589 -0.6895 -2.9123
H 2.2771 -1.2266 -0.1722
H 1.5637 -1.6215 1.7134
H 0.9682 2.1708 3.9071
H 0.3494 3.7661 -1.5226
H -1.7749 -0.0047 0.7622
H -0.4707 3.4051 -0.1887
H -0.0286 1.8726 -0.9921

Cartesian forces, eV/Å:
Cl 3.68 6.99 0.49
O 0.33 0.58 -0.48
O 1.03 -0.12 0.26
O -0.11 -2.14 -1.97
O -1.52 0.39 -1.50
N -6.21 -1.52 -7.08
N 0.87 1.36 0.20
N 4.10 7.67 5.53
N -1.73 -0.56 2.91
C 0.65 -1.29 0.57
C 2.47 0.36 0.74
C -0.07 0.14 -0.74
C -0.90 0.99 -0.20
C 1.85 -0.55 -0.80
C -0.91 -3.62 -0.35
C 0.13 -0.52 1.18
C 0.62 -0.22 -0.74
C -0.96 -0.24 1.86
C 0.69 -0.53 -1.79
C -1.92 -1.27 0.04
C -0.60 -0.47 0.00
C -0.54 0.15 0.35
C 0.44 -0.51 2.83
C 1.22 0.12 1.13
C -0.40 -1.06 0.56
H 0.08 -0.77 0.32
H 0.13 1.00 0.11
H -0.21 1.31 0.00
H 0.23 0.48 0.43
H -0.40 -0.40 -0.41
H 0.27 0.17 -0.45
H -0.08 -0.09 0.03
H -0.08 0.33 0.21
H 1.01 -0.72 -0.25
H 0.05 -0.03 -0.09
H -0.02 0.41 -0.24
H -0.11 -0.18 -0.42
H -0.33 1.06 0.23
H 0.30 -0.26 1.26
H 0.12 0.50 -0.47
H -0.15 -0.06 0.02
H -0.44 0.54 0.21
H -0.26 -0.75 -0.08
H -0.33 -0.10 0.61
H 0.07 -0.90 -0.27
H -0.09 -0.19 -0.27
H 0.41 -2.79 -1.03
H 0.34 0.50 -0.30
H 0.26 -0.33 -0.04
H -0.39 0.00 -0.17
H 0.09 -0.27 -0.04
H 3.83 0.34 1.99
H 0.23 0.05 -0.36
H 0.57 -0.28 -0.20
H -0.71 -0.12 -0.24
H -0.12 0.29 0.12
H -0.09 0.34 0.74
H -0.69 -0.20 0.48
H -0.57 -0.54 -0.06
H -0.36 -0.09 0.00
H 0.45 -0.42 -0.08
H -0.79 0.25 -0.72
H -4.70 -2.02 -2.90
H 0.41 0.68 0.15
H 0.13 -0.04 0.27
H -0.71 0.35 0.44
H 0.74 -0.79 -0.50
H 0.44 0.56 -0.29
H -0.44 0.36 -0.54
H 2.81 2.10 0.76
H -0.82 -0.12 -0.26
H -0.33 0.51 0.90
H -1.98 -3.76 -1.61

The value obtained for the highest occupied orbital energy is -17.75 eV. The spin multiplicity is 1. The value obtained for the LUMO energy is -0.3161 Eh. Its net charge is +3.

Let us look at the Löwdin charges, expressed in e, one per atom: atom 1 (Cl): 0.70, atom 2 (O): -0.14, atom 3 (O): -0.18, atom 4 (O): -0.18, atom 5 (O): -0.23, atom 6 (N): 0.00, atom 7 (N): 0.26, atom 8 (N): 0.10, atom 9 (N): 0.14, atom 10 (C): 0.00, atom 11 (C): -0.09, atom 12 (C): -0.06, atom 13 (C): -0.07, atom 14 (C): -0.25, atom 15 (C): -0.17, atom 16 (C): 0.00, atom 17 (C): -0.22, atom 18 (C): -0.17, atom 19 (C): -0.17, atom 20 (C): -0.04, atom 21 (C): -0.03, atom 22 (C): -0.22, atom 23 (C): -0.27, atom 24 (C): -0.14, atom 25 (C): -0.21, atom 26 (H): 0.17, atom 27 (H): 0.15, atom 28 (H): 0.04, atom 29 (H): 0.10, atom 30 (H): 0.09, atom 31 (H): 0.11, atom 32 (H): 0.16, atom 33 (H): 0.09, atom 34 (H): 0.17, atom 35 (H): 0.06, atom 36 (H): -0.17, atom 37 (H): 0.14, atom 38 (H): 0.12, atom 39 (H): 0.12, atom 40 (H): 0.10, atom 41 (H): 0.09, atom 42 (H): 0.13, atom 43 (H): 0.14, atom 44 (H): 0.11, atom 45 (H): 0.01, atom 46 (H): 0.17, atom 47 (H): -0.11, atom 48 (H): 0.14, atom 49 (H): 0.10, atom 50 (H): 0.10, atom 51 (H): 0.15, atom 52 (H): 0.00, atom 53 (H): 0.11, atom 54 (H): 0.10, atom 55 (H): 0.14, atom 56 (H): 0.11, atom 57 (H): 0.11, atom 58 (H): 0.14, atom 59 (H): 0.09, atom 60 (H): 0.03, atom 61 (H): 0.11, atom 62 (H): 0.13, atom 63 (H): 0.08, atom 64 (H): 0.12, atom 65 (H): 0.10, atom 66 (H): 0.14, atom 67 (H): 0.07, atom 68 (H): 0.07, atom 69 (H): 0.12, atom 70 (H): 0.16, atom 71 (H): 0.15, atom 72 (H): 0.19, atom 73 (H): -0.11